83
Properties=species:S:1:pos:R:3:forces:R:3:lowdin_charge:R:1 method="wB97M-V/def2-TZVPD" gap_ev=9.4656 max_force_ev_per_a=0.84 multiplicity=1
C 5.3155 2.0035 -1.9065 -0.554 -0.294 0.269 -0.09
C 3.8009 2.2478 -1.7874 0.208 0.076 -0.276 -0.20
C 3.0923 2.1930 -3.1523 0.548 0.116 -0.094 -0.36
C 2.6449 3.5547 -3.6490 -0.170 0.055 0.192 -0.05
O 2.0148 1.1984 -3.2027 -0.057 0.395 -0.236 -0.15
P 0.6990 1.2907 -2.3748 -0.230 -0.749 0.303 0.28
O 0.7913 1.3950 -0.9170 0.097 0.187 -0.065 -0.26
O -0.0944 0.0150 -2.8940 0.288 0.036 0.285 -0.10
O -0.1560 2.5076 -3.0064 0.533 0.331 -0.106 -0.44
P -1.0174 3.4233 -1.9741 -0.692 -0.349 0.329 0.26
S -2.5680 2.5482 -1.2779 -0.187 0.132 0.094 0.19
H 5.4743 1.1481 -2.5682 0.220 0.145 -0.044 0.08
H 5.8549 2.8849 -2.2551 0.036 -0.132 -0.112 0.08
H 5.6933 1.7146 -0.9254 0.200 0.206 -0.104 0.04
H 3.6323 3.2433 -1.3660 -0.125 -0.208 0.256 0.11
H 3.3864 1.4925 -1.1205 -0.149 0.116 -0.045 0.09
H 3.8104 1.8109 -3.8813 -0.236 -0.225 0.010 0.14
H 3.5418 4.1455 -3.8490 -0.065 -0.033 -0.058 0.10
H 2.0451 3.4764 -4.5572 0.106 0.042 0.011 0.09
H 2.0741 4.0958 -2.8875 -0.010 -0.077 -0.083 0.07
H -0.3389 -0.5123 -2.1143 -0.221 -0.037 -0.101 0.06
H -0.0812 3.8488 -1.0339 0.161 0.077 -0.036 0.00
H -1.2675 4.5536 -2.7515 0.167 0.001 -0.208 -0.01
C 1.7264 -3.2884 -0.9245 -0.011 -0.026 -0.022 -0.06
C 2.8273 -2.3345 -0.8914 0.117 0.180 -0.007 -0.26
N 3.6900 -1.5757 -0.8652 -0.059 -0.134 0.026 0.14
H 1.3441 -3.4464 0.0819 -0.036 0.024 -0.022 0.08
H 0.9206 -2.9064 -1.5482 -0.020 -0.001 0.046 0.07
H 2.0716 -4.2362 -1.3333 0.008 -0.004 0.002 0.08
C 5.6558 -0.6083 2.0738 -0.103 -0.055 0.070 -0.07
C 6.5296 0.4296 1.5545 0.158 0.239 -0.111 -0.26
N 7.2279 1.2449 1.1426 -0.165 -0.164 0.043 0.14
H 5.0422 -0.9996 1.2642 -0.044 -0.018 -0.044 0.04
H 6.2650 -1.4089 2.4887 -0.052 0.015 0.029 0.04
H 5.0073 -0.2011 2.8481 0.012 0.030 -0.020 0.09
C 7.8121 -3.6858 -0.2781 -0.020 -0.013 -0.035 -0.06
C 7.9147 -3.2689 1.1134 0.077 0.115 0.232 -0.26
N 7.9974 -2.9204 2.2052 0.012 -0.124 -0.207 0.14
H 8.8080 -3.8135 -0.6977 -0.004 0.001 -0.007 0.09
H 7.2728 -4.6290 -0.3419 0.005 0.003 -0.014 0.08
H 7.2770 -2.9275 -0.8482 -0.004 -0.008 0.001 0.08
C -0.1116 -0.8178 -6.1493 0.029 0.034 0.012 -0.07
C -0.4607 -2.1924 -6.4824 -0.062 -0.254 -0.075 -0.29
N -0.7328 -3.2776 -6.7450 0.048 0.199 0.066 0.12
H 0.3083 -0.3210 -7.0221 -0.005 -0.004 -0.001 0.08
H -0.9988 -0.2798 -5.8208 0.015 0.009 0.018 0.08
H 0.6186 -0.8086 -5.3424 -0.011 0.036 0.009 0.07
C -2.6844 -0.2380 1.6543 0.232 0.108 -0.019 -0.07
C -2.0036 -1.1328 0.7261 0.097 -0.107 -0.231 -0.26
N -1.4703 -1.8207 -0.0266 -0.051 0.188 0.087 0.13
H -3.6160 0.1099 1.2171 0.003 0.000 0.032 0.04
H -2.8948 -0.7459 2.5931 -0.035 -0.046 -0.039 0.08
H -2.0401 0.6190 1.8470 -0.005 0.012 -0.021 0.09
C -6.2972 -2.2802 -0.1065 0.144 -0.040 -0.062 -0.08
C -6.0941 -1.2807 0.9311 -0.056 0.204 0.184 -0.25
N -5.9348 -0.4854 1.7455 -0.043 -0.195 -0.137 0.15
H -6.8539 -1.8365 -0.9284 -0.019 -0.021 0.012 0.07
H -5.3334 -2.6362 -0.4689 0.006 0.015 0.014 0.08
H -6.8664 -3.1127 0.2996 -0.012 0.013 -0.018 0.07
C -8.3542 -0.2018 4.0730 -0.009 -0.017 -0.011 -0.08
C -8.6802 0.4583 5.3300 -0.039 0.109 0.173 -0.28
N -8.9263 0.9888 6.3191 0.057 -0.050 -0.143 0.13
H -7.3138 -0.0211 3.8109 -0.008 -0.010 -0.031 0.04
H -8.5150 -1.2743 4.1658 0.000 0.000 -0.015 0.08
H -8.9869 0.1828 3.2753 0.007 -0.017 -0.013 0.08
C -10.3569 -3.9729 -1.5559 -0.023 -0.015 -0.012 -0.06
C -9.8387 -2.9688 -0.6360 0.041 0.208 0.168 -0.27
N -9.4307 -2.1733 0.0862 -0.087 -0.187 -0.133 0.14
H -11.3543 -4.2769 -1.2442 0.001 -0.006 -0.009 0.09
H -10.4079 -3.5598 -2.5614 -0.005 -0.008 -0.001 0.09
H -9.7042 -4.8438 -1.5599 -0.008 -0.004 -0.006 0.08
C -6.5179 3.4752 5.6967 -0.038 -0.009 0.014 -0.09
C -5.7978 4.6845 6.0738 0.140 0.222 0.068 -0.29
N -5.2286 5.6374 6.3714 -0.104 -0.179 -0.061 0.12
H -6.8746 3.5638 4.6720 -0.005 -0.014 0.002 0.08
H -5.8566 2.6139 5.7713 -0.015 -0.010 0.001 0.08
H -7.3696 3.3210 6.3564 0.000 -0.030 -0.012 0.06
C 9.4773 0.9439 3.5368 0.053 -0.017 -0.001 -0.09
C 10.6523 1.7060 3.9385 0.223 0.133 0.090 -0.29
N 11.5797 2.3065 4.2553 -0.175 -0.114 -0.060 0.12
H 9.0746 1.3334 2.6042 0.020 0.002 0.035 0.04
H 9.7459 -0.1025 3.3981 -0.027 -0.005 -0.003 0.08
H 8.7131 1.0141 4.3092 -0.010 -0.002 -0.010 0.08


78
Properties=species:S:1:pos:R:3:forces:R:3:lowdin_charge:R:1 method="wB97M-V/def2-TZVPD" gap_ev=8.6766 max_force_ev_per_a=0.53 multiplicity=1
H -1.7652 1.0764 -5.1171 0.026 -0.013 -0.002 0.05
N -1.4486 0.1924 -4.7274 0.128 0.296 0.058 0.12
C -2.4059 -0.4635 -4.2114 0.075 -0.250 -0.146 -0.57
N -3.7551 -0.0886 -4.2383 0.016 -0.003 0.362 0.12
N -2.1514 -1.7055 -3.6236 -0.375 0.306 0.218 0.02
C -1.0096 -1.7691 -2.7124 0.049 -0.183 -0.283 -0.19
C -1.2904 -1.2955 -1.2731 0.229 -0.016 0.142 -0.17
C -0.3477 -0.1790 -0.8111 -0.203 0.040 -0.168 -0.18
C -0.6410 1.0914 -1.6117 0.120 -0.060 0.231 -0.10
C -0.0324 2.4558 -1.2395 -0.131 0.274 -0.191 -0.30
C -0.1520 2.8766 0.2286 0.203 0.029 -0.009 -0.28
C 0.8564 2.1795 1.1668 -0.017 0.096 0.037 -0.02
C -1.6044 2.7858 0.7423 -0.005 -0.023 0.041 -0.21
C -2.0317 4.0796 1.4292 0.169 0.008 -0.042 -0.08
O -0.8861 3.3875 -1.9985 0.128 -0.157 0.073 0.09
C -0.3932 3.5226 -3.2335 0.168 -0.157 0.117 -0.58
O -0.9407 4.0233 -4.1570 -0.261 0.136 -0.270 0.17
O 0.8631 2.9889 -3.3080 0.030 0.262 0.205 0.06
C 1.3293 2.7433 -1.9522 -0.035 -0.198 0.093 -0.31
C 2.2666 1.5318 -1.9682 -0.066 -0.009 -0.111 -0.11
C 3.7661 1.6848 -2.2794 0.083 -0.062 -0.117 -0.19
C 4.6827 1.4140 -1.0844 0.071 -0.037 0.015 -0.25
C 4.5824 -0.0233 -0.5483 -0.040 0.019 0.021 -0.10
P 2.0680 4.4019 -1.5538 0.024 -0.179 0.077 0.51
O 1.1068 5.4728 -1.2827 -0.027 -0.005 -0.066 -0.22
O 3.1198 4.0810 -0.3985 -0.043 0.125 -0.156 -0.10
O 3.0263 4.7111 -2.7953 -0.071 0.098 0.042 -0.10
H -4.2909 -0.4854 -3.4775 -0.041 -0.016 -0.080 0.08
H -3.8616 0.9170 -4.2235 -0.045 -0.035 -0.289 0.09
H -2.9884 -2.1262 -3.2446 0.095 -0.073 0.041 0.11
H -0.2367 -1.1636 -3.1858 0.034 -0.036 0.065 0.10
H -0.6389 -2.7951 -2.7021 -0.038 0.000 0.004 0.11
H -2.3183 -0.9318 -1.1715 -0.024 -0.092 -0.100 0.11
H -1.1890 -2.1412 -0.5885 -0.099 0.025 0.022 0.11
H -0.5254 -0.0008 0.2515 0.098 -0.049 0.002 0.09
H 0.6793 -0.5241 -0.9484 0.061 0.068 0.150 0.11
H -1.7189 1.2528 -1.5227 0.023 0.027 -0.123 0.12
H -0.4497 0.9206 -2.6737 -0.068 -0.030 0.032 0.10
H 0.1054 3.9367 0.2288 -0.072 0.047 -0.021 0.11
H 1.1588 1.1883 0.8335 -0.066 -0.010 0.024 0.06
H 1.7592 2.7752 1.2878 0.071 -0.042 -0.077 0.07
H 0.4164 2.0710 2.1607 0.002 0.012 -0.012 0.08
H -2.2973 2.5774 -0.0736 0.019 0.026 0.020 0.11
H -1.6795 1.9589 1.4555 -0.083 -0.060 -0.102 0.09
H -1.3999 4.2822 2.2978 -0.068 -0.008 0.038 0.08
H -3.0725 4.0415 1.7511 0.026 -0.002 0.052 0.07
H -1.9088 4.9196 0.7432 -0.080 -0.009 -0.010 0.08
H 2.1554 1.0224 -1.0132 0.030 0.047 0.044 0.09
H 1.8172 0.8816 -2.7223 -0.042 -0.078 0.103 0.13
H 3.9841 2.6588 -2.7136 0.018 -0.038 0.043 0.09
H 4.0275 0.9570 -3.0527 -0.071 0.028 -0.031 0.12
H 4.4824 2.1294 -0.2862 -0.070 -0.043 -0.056 0.08
H 5.7095 1.5951 -1.4106 0.007 0.067 0.078 0.11
H 4.6356 -0.0508 0.5408 0.055 -0.021 -0.013 0.07
H 3.6418 -0.5023 -0.8328 0.017 0.019 0.021 0.06
H 5.3876 -0.6508 -0.9312 -0.034 -0.013 -0.040 0.07
H 3.6332 4.8721 -0.1813 0.021 -0.050 0.126 0.11
H 2.5462 5.2030 -3.4765 0.056 -0.028 -0.019 0.11
C -3.0668 -3.2526 2.9590 -0.007 -0.015 -0.014 -0.10
C -3.6252 -2.1015 2.3390 0.011 -0.016 -0.010 -0.11
C -2.6590 -1.1313 2.3347 0.033 0.048 -0.036 -0.15
N -1.5395 -1.6500 2.9258 -0.001 -0.005 -0.024 0.01
C -1.7809 -2.9418 3.3094 0.027 0.032 -0.030 -0.14
H -3.5530 -4.1983 3.1299 0.003 -0.001 0.003 0.09
H -4.6217 -1.9992 1.9433 -0.003 0.004 0.009 0.09
H -2.6719 -0.1211 1.9611 -0.023 -0.001 0.008 0.09
H -0.6766 -1.1562 3.0613 -0.011 0.004 0.008 0.14
H -1.0242 -3.5297 3.7979 -0.023 -0.001 0.035 0.08
C 0.1394 -7.9725 5.4823 -0.003 -0.002 0.011 -0.11
C -0.4547 -7.0586 6.3950 -0.015 -0.001 0.017 -0.11
C -0.2962 -5.8011 5.8779 0.030 -0.013 -0.040 -0.15
N 0.3723 -5.9222 4.6886 -0.004 0.012 -0.007 -0.01
C 0.6406 -7.2407 4.4402 -0.003 0.011 0.003 -0.14
H 0.1915 -9.0437 5.5810 -0.002 0.001 0.001 0.09
H -0.9426 -7.2982 7.3249 -0.004 0.000 -0.003 0.09
H -0.6014 -4.8389 6.2524 -0.002 -0.003 0.004 0.10
H 0.6328 -5.1625 4.0882 0.017 -0.018 -0.001 0.13
H 1.1607 -7.5445 3.5482 0.001 -0.003 0.002 0.10


72
Properties=species:S:1:pos:R:3:forces:R:3:lowdin_charge:R:1 method="wB97M-V/def2-TZVPD" gap_ev="2.1435 / 7.5966" de_lowest_kcal_mol=7.2 total_charge=+3 max_force_ev_per_a=3.03 s2=2.46 multiplicity=3
V -0.6710 0.3737 -0.6303 0.481 -1.324 0.210 0.02
P -1.9377 2.2456 -0.2109 -1.733 1.985 0.306 0.73
P -2.3355 -1.2919 -0.0346 -1.017 -0.551 0.094 0.72
P 1.4240 1.3923 -1.0173 1.400 0.806 -0.572 0.74
H 1.8308 -4.1587 0.9244 0.087 0.338 0.138 0.10
C 2.4069 -3.2194 0.9870 -0.145 0.790 -0.629 -0.13
C 2.9503 -2.9720 2.3269 -0.378 -0.454 -0.529 0.11
H 2.3791 -3.2812 3.1982 0.262 0.085 0.004 0.09
C -3.2693 2.5276 -1.4342 0.059 -0.137 -0.164 -0.22
C -2.8326 2.2343 1.3814 0.118 -0.167 0.144 -0.21
C -1.0991 3.8649 -0.1794 0.253 -0.037 0.020 -0.22
C -1.6140 -2.9098 -0.4647 0.135 -0.070 0.010 -0.23
C -2.8540 -1.5132 1.6968 0.082 0.034 0.068 -0.22
C -3.9072 -1.2686 -0.9638 0.025 -0.046 0.082 -0.23
C 2.6552 0.0667 -1.2273 0.013 -0.203 0.032 -0.21
C 2.1573 2.4199 0.2933 -0.033 0.013 0.133 -0.21
C 1.6044 2.3778 -2.5400 0.029 0.022 0.055 -0.21
H 3.2325 -3.2316 0.2541 -0.462 0.008 0.140 0.10
H 3.9646 -2.5948 2.4301 -0.178 -0.017 0.202 0.09
H -3.7528 3.4875 -1.2079 0.086 -0.261 -0.035 0.08
H -4.0158 1.7257 -1.3959 0.176 0.206 -0.011 0.04
H -2.8481 2.5611 -2.4466 -0.122 0.050 0.242 0.05
H -3.3926 3.1728 1.4929 0.143 -0.228 -0.044 0.08
H -2.1128 2.1475 2.2055 -0.185 0.067 -0.132 0.04
H -3.5308 1.3906 1.4340 0.127 0.253 -0.059 0.04
H -1.8575 4.6598 -0.1647 0.203 -0.215 0.020 0.08
H -0.4644 3.9941 -1.0639 -0.209 0.040 0.189 0.04
H -0.4751 3.9471 0.7183 -0.155 0.035 -0.165 0.06
H -2.2877 -3.6999 -0.1056 0.220 0.118 -0.152 0.08
H -0.6326 -3.0280 0.0141 -0.235 -0.048 -0.064 0.03
H -1.4902 -2.9976 -1.5513 -0.096 -0.006 0.249 0.05
H -3.3793 -2.4738 1.7845 0.077 0.279 0.071 0.07
H -3.5232 -0.7009 2.0036 0.103 -0.259 -0.037 0.05
H -1.9792 -1.5176 2.3589 -0.250 -0.079 -0.105 0.04
H -4.5216 -2.1172 -0.6330 0.071 0.240 -0.144 0.08
H -3.7106 -1.3522 -2.0401 -0.071 0.002 0.269 0.05
H -4.4475 -0.3332 -0.7736 0.044 -0.282 -0.010 0.04
H 3.6395 0.5280 -1.3816 -0.172 -0.181 0.018 0.08
H 2.4008 -0.5553 -2.0946 0.133 0.180 0.175 0.03
H 2.6875 -0.5725 -0.3344 0.070 0.214 -0.197 0.03
H 3.2260 2.5487 0.0766 -0.256 0.077 0.099 0.07
H 2.0440 1.9277 1.2678 0.091 0.154 -0.214 0.04
H 1.6669 3.3992 0.3329 0.214 -0.207 -0.015 0.05
H 2.6390 2.7418 -2.6007 -0.271 -0.022 -0.083 0.08
H 0.9142 3.2290 -2.5246 0.228 -0.140 -0.052 0.05
H 1.3751 1.7606 -3.4182 0.123 0.157 0.252 0.03
C 0.0108 -0.6205 -3.8361 -0.094 0.043 0.002 -0.57
C 0.1791 0.0665 -5.0546 -0.049 0.011 -0.085 -0.09
C 1.1476 -0.3600 -5.9590 -0.244 0.181 0.201 -0.02
C 1.9270 -1.4874 -5.6701 0.004 0.093 -0.031 0.00
C 1.7200 -2.2019 -4.4851 -0.295 -0.030 0.418 -0.04
C 0.7502 -1.7845 -3.5720 0.218 -0.149 -0.083 -0.11
S -1.1839 0.0156 -2.6828 0.319 -0.367 -1.801 0.77
H 1.6817 -2.3710 0.6478 0.936 -1.156 0.567 0.08
H -0.4603 0.9265 -5.2547 0.260 -0.177 -0.118 0.12
H 1.2919 0.1900 -6.8885 -0.036 -0.181 0.235 0.13
H 2.6933 -1.8136 -6.3754 -0.272 0.074 0.204 0.13
H 2.3145 -3.0906 -4.2706 -0.189 0.236 -0.096 0.13
H 0.5520 -2.3421 -2.6548 0.179 0.068 -0.276 0.10
N 0.1104 -0.1184 1.1413 0.674 -0.312 2.935 0.05
C 0.3829 -0.1585 2.2854 -0.640 0.349 -1.994 -0.06
C 0.6469 -0.0965 3.6660 0.193 -0.083 1.041 -0.21
C -0.3152 0.4554 4.5507 0.048 -0.028 -0.108 0.00
C -0.0268 0.5611 5.9102 -0.122 0.001 -0.321 -0.02
C 1.2074 0.1264 6.4052 0.000 0.008 -0.229 0.00
C 2.1557 -0.4336 5.5411 0.003 -0.109 -0.345 -0.02
C 1.8775 -0.5593 4.1811 0.044 -0.035 0.133 -0.02
H -1.2749 0.7918 4.1520 0.280 -0.065 0.217 0.12
H -0.7716 0.9885 6.5843 0.256 -0.151 -0.220 0.13
H 1.4307 0.2203 7.4692 -0.070 -0.030 -0.320 0.14
H 3.1178 -0.7803 5.9241 -0.351 0.101 -0.085 0.13
H 2.5794 -1.0586 3.5030 -0.143 0.491 0.350 0.08